[1]
The following is a DFT calculation (wB97M-V/def2-TZVPD) of 13 unconnected molecules or ions with the total composition C41H60F18N4O21.

```
! wB97M-V def2-TZVPD RIJCOSX def2/J DEFGRID3
* xyz 1 2
C 4.68 -15.05 -24.04
C 5.83 -14.34 -23.42
O 6.38 -15.16 -22.38
C 7.19 -14.61 -21.38
O 7.41 -13.39 -21.28
C 7.71 -15.66 -20.34
F 8.67 -15.00 -19.68
F 6.73 -15.96 -19.44
F 8.24 -16.75 -20.84
H 3.76 -14.61 -23.66
H 4.64 -16.12 -23.83
H 4.60 -14.97 -25.12
H 5.60 -13.33 -23.10
H 6.51 -14.21 -24.27
C 4.62 -12.54 -19.10
C 4.01 -13.52 -20.12
O 3.78 -14.89 -19.65
C 2.88 -15.16 -18.75
O 2.25 -14.36 -18.05
C 2.65 -16.63 -18.49
F 3.51 -17.46 -19.22
F 2.79 -16.78 -17.18
F 1.36 -16.90 -18.72
H 5.48 -12.94 -18.54
H 3.90 -12.32 -18.31
H 4.95 -11.58 -19.48
H 4.68 -13.54 -20.98
H 3.06 -13.22 -20.54
C 5.01 -14.29 -27.99
C 4.42 -14.92 -29.22
O 5.56 -15.68 -29.81
C 5.45 -16.51 -30.94
O 4.35 -16.74 -31.51
C 6.72 -17.22 -31.29
F 7.08 -16.70 -32.42
F 7.61 -17.05 -30.31
F 6.46 -18.43 -31.57
H 5.76 -13.53 -28.21
H 5.39 -15.06 -27.31
H 4.19 -13.81 -27.47
H 4.04 -14.17 -29.91
H 3.77 -15.76 -28.99
C 1.65 -8.44 -24.86
C 2.94 -8.29 -25.69
O 2.63 -7.82 -27.03
C 1.98 -8.56 -27.96
O 1.61 -9.76 -27.82
C 1.72 -7.73 -29.26
F 2.19 -6.48 -29.34
F 2.23 -8.42 -30.25
F 0.38 -7.73 -29.48
H 1.21 -9.35 -25.25
H 1.06 -7.52 -24.95
H 1.69 -8.67 -23.80
H 3.52 -9.21 -25.65
H 3.49 -7.47 -25.22
C 8.20 -9.84 -23.90
C 9.44 -9.64 -23.05
O 10.07 -10.93 -22.93
C 11.32 -10.96 -22.45
O 11.73 -10.02 -21.75
C 12.10 -12.29 -22.45
F 11.56 -13.29 -23.21
F 13.41 -12.07 -22.66
F 12.01 -12.71 -21.17
H 8.47 -10.01 -24.95
H 7.38 -9.13 -23.80
H 7.64 -10.74 -23.61
H 9.12 -9.18 -22.12
H 10.22 -8.94 -23.37
C -0.88 -21.34 -26.58
C -0.06 -20.33 -27.50
O 0.05 -19.09 -26.91
C 0.86 -18.96 -25.83
O 1.84 -19.68 -25.59
C 0.48 -17.64 -24.99
F 0.64 -16.59 -25.80
F -0.79 -17.85 -24.52
F 1.41 -17.46 -24.04
H -0.92 -22.21 -27.24
H -1.90 -21.03 -26.39
H -0.49 -21.61 -25.60
H -0.64 -20.20 -28.41
H 0.76 -20.97 -27.80
C 1.75 -13.18 -25.39
O 2.87 -12.44 -24.84
C 2.69 -11.72 -23.64
O 1.85 -11.88 -22.79
O 3.85 -11.04 -23.49
C 4.17 -10.31 -22.30
H 0.87 -12.54 -25.26
H 1.52 -14.12 -24.90
H 1.74 -13.50 -26.43
H 3.76 -10.84 -21.44
H 3.70 -9.33 -22.36
H 5.25 -10.15 -22.21
C -0.66 -13.89 -22.03
O -0.65 -14.52 -23.31
C -1.65 -14.31 -24.05
O -2.66 -13.61 -23.85
O -1.44 -15.10 -25.05
C -2.45 -15.38 -26.11
H 0.03 -13.05 -21.93
H -0.38 -14.62 -21.28
H -1.67 -13.60 -21.75
H -3.29 -15.98 -25.76
H -1.97 -15.96 -26.90
H -2.69 -14.45 -26.64
C 2.20 -4.57 -25.70
O 2.53 -5.08 -24.45
C 2.74 -4.22 -23.42
O 2.76 -2.98 -23.46
O 2.98 -4.86 -22.25
C 2.58 -6.23 -21.95
H 1.26 -4.01 -25.65
H 1.85 -5.30 -26.43
H 3.03 -4.01 -26.12
H 1.76 -6.56 -22.59
H 2.27 -6.32 -20.91
H 3.45 -6.88 -22.04
C -0.64 -11.46 -29.15
C -1.05 -12.04 -27.84
N -1.35 -12.49 -26.85
H -0.69 -10.40 -29.36
H -1.26 -11.87 -29.95
H 0.41 -11.71 -29.30
C 0.80 -11.17 -19.47
C 1.22 -9.94 -20.24
N 1.48 -8.99 -20.83
H 0.51 -10.94 -18.44
H 1.60 -11.89 -19.61
H -0.09 -11.69 -19.84
C -1.23 -10.52 -23.84
C -2.05 -10.44 -22.69
N -2.73 -10.37 -21.77
H -0.25 -10.87 -23.52
H -1.16 -9.57 -24.37
H -1.50 -11.29 -24.56
C 7.75 -10.67 -19.18
C 7.51 -9.96 -17.97
N 7.33 -9.47 -16.93
H 6.99 -10.28 -19.86
H 7.60 -11.69 -18.83
H 8.80 -10.55 -19.43
*
```

Summary:
**E_HOMO (spin up / spin down)**: -12.31 / -12.31 eV

=====

[2]
The following is a DFT calculation (wB97M-V/def2-TZVPD) of a molecular structure, C41H61AsN5O2PbSi2.

```
! wB97M-V def2-TZVPD RIJCOSX def2/J DEFGRID3
* xyz 1 1
Pb 12.46 14.27 8.70
C 14.45 14.06 12.01
C 15.80 13.32 11.71
C 16.95 14.30 11.75
C 15.73 12.52 10.45
C 16.24 11.25 10.46
C 16.45 10.46 9.31
C 16.27 11.07 8.09
C 15.73 12.35 7.96
C 15.53 12.92 6.59
C 16.87 12.93 5.80
C 14.47 12.34 5.74
C 15.40 13.06 9.13
N 14.77 14.38 9.00
C 15.46 15.48 8.67
O 16.64 15.69 8.43
C 14.60 16.69 8.84
C 15.11 17.98 8.98
C 14.27 19.07 8.99
C 12.86 18.84 8.86
C 12.44 17.51 8.81
N 13.27 16.52 8.83
C 10.89 17.11 8.59
O 10.04 17.93 8.46
N 10.78 15.79 8.68
C 9.53 15.17 8.45
C 9.24 14.65 7.19
C 8.19 13.73 7.11
C 7.37 13.60 8.23
C 7.59 14.24 9.43
C 8.78 14.96 9.58
C 9.28 15.51 10.99
C 8.24 15.91 12.00
C 10.26 14.58 11.64
C 10.03 15.00 6.00
C 10.52 13.75 5.19
C 9.30 15.97 5.08
H 14.54 14.54 12.98
H 13.75 13.32 12.18
H 14.15 14.77 11.29
H 15.89 12.55 12.51
H 16.91 14.98 10.90
H 17.90 13.69 11.69
H 17.02 14.85 12.73
H 16.43 10.69 11.45
H 17.08 9.55 9.37
H 16.62 10.60 7.22
H 15.40 13.99 6.78
H 17.30 11.90 5.63
H 17.63 13.42 6.32
H 16.74 13.39 4.82
H 14.48 11.25 5.74
H 14.56 12.62 4.70
H 13.45 12.54 6.10
H 16.25 18.06 8.89
H 14.53 20.08 9.10
H 12.14 19.71 8.79
H 8.01 13.22 6.17
H 6.43 12.96 8.20
H 6.86 14.07 10.22
H 9.81 16.37 10.68
H 7.79 15.04 12.45
H 7.47 16.44 11.58
H 8.69 16.50 12.81
H 9.69 13.67 11.85
H 10.58 14.89 12.60
H 11.17 14.40 11.12
H 10.95 15.48 6.35
H 9.86 13.39 4.39
H 10.57 12.94 5.91
H 11.49 13.91 4.72
H 8.39 15.52 4.75
H 9.85 16.08 4.07
H 9.08 16.96 5.39
C 8.54 8.05 7.64
Si 9.86 8.61 6.48
C 9.33 10.25 5.84
C 10.39 7.11 5.48
As 11.91 9.56 7.42
Si 11.29 9.71 9.76
C 12.83 10.29 10.48
C 10.73 8.20 10.65
C 9.87 10.89 9.70
H 7.75 7.73 6.99
H 8.27 9.02 8.25
H 8.82 7.27 8.34
H 10.01 10.70 5.10
H 9.34 10.98 6.64
H 8.35 10.10 5.32
H 10.71 6.29 6.13
H 11.21 7.23 4.68
H 9.61 6.65 4.90
H 13.73 9.68 10.19
H 12.76 10.37 11.56
H 13.21 11.24 10.09
H 9.75 7.77 10.24
H 10.60 8.51 11.67
H 11.53 7.48 10.63
H 10.00 11.55 8.80
H 9.76 11.58 10.58
H 8.88 10.46 9.51
C 16.43 7.03 6.11
N 15.14 7.28 6.80
C 14.54 6.45 7.71
C 13.33 6.97 7.99
N 13.26 8.18 7.32
C 14.40 8.38 6.66
H 16.40 5.98 5.91
H 17.21 7.35 6.70
H 16.41 7.63 5.18
H 15.09 5.54 8.06
H 12.57 6.65 8.63
H 14.83 9.19 6.10
*
```

Summary:
**E_HOMO**: -10.37 eV

=====

Calculated total energy for every record listed, in sequence, given in eV: -141347.4026, -136889.2723.